Record 1
Formula: H3N3O2S
Source: the Open Molecules 2025 dataset
Level of theory: wB97M-V/def2-TZVPD

The geometry in XYZ format:
```
9
Properties=species:S:1:pos:R:3:forces:R:3
O 2.090 0.813 0.153 -0.08 1.88 -0.26
H -2.255 0.808 0.217 2.99 -1.70 -1.67
H 3.379 -0.406 1.188 0.92 -0.59 -0.65
N 0.771 0.342 -0.025 -0.23 -1.64 -0.30
N -1.349 0.382 -0.286 -2.80 3.98 1.95
N -0.237 1.119 0.127 1.51 -1.74 -0.73
S 3.463 -0.226 -0.163 -2.28 0.71 1.56
O 0.714 -0.858 -0.337 -0.21 -0.01 -0.25
H -1.237 -0.593 -0.429 0.18 -0.90 0.36
```
Positions in Å, forces in eV/Å.

## Properties
**Largest force on an atom**: 0.1020 Eh/bohr
**Kohn-Sham gap**: 8.52 eV
**LUMO level**: -0.4 eV
**Energy relative to the best compared isomer or geometry (same formula, charge and spin)**: 3.1090 eV
**SMILES**: N/N=[N+](\[O-])OS
**HOMO**: -0.327 Ha
**Charge**: 0
**DFT total energy**: -19443.027 eV


Record 2
Formula: C42H55F2NOPS4TeTm
Source: the Open Molecules 2025 dataset
Level of theory: wB97M-V/def2-TZVPD

The geometry in XYZ format:
```
108
Properties=species:S:1:pos:R:3:forces:R:3
C -11.166 -9.201 10.505 0.17 -1.48 -0.95
C -14.587 -13.679 13.142 0.04 0.44 -0.42
H -8.040 -18.862 10.926 -0.22 0.32 -0.11
C -13.750 -17.302 16.828 1.40 0.42 -1.07
H -2.913 -16.263 14.277 -0.78 -0.66 -0.45
C -11.511 -9.077 11.845 0.04 -0.36 0.31
H -3.440 -18.023 12.527 0.84 0.23 -0.18
C -11.759 -10.198 12.682 0.04 0.32 -0.36
H -6.644 -16.669 17.067 0.05 0.65 -0.50
H -11.540 -10.234 14.831 0.00 -0.27 -0.04
S -4.911 -14.983 14.225 -0.63 0.29 -0.37
H -7.505 -11.523 15.011 0.32 0.36 -0.07
H -15.036 -14.294 11.156 0.10 -0.02 0.01
C -13.694 -13.165 14.066 -0.32 0.16 0.36
C -3.971 -16.522 14.008 0.68 0.58 -0.24
C -7.640 -16.782 16.590 -1.09 -1.99 1.84
Tm -7.361 -15.839 13.032 -1.70 1.85 3.53
C -11.512 -11.484 12.187 -0.48 -0.28 0.60
C -11.450 -17.001 16.064 -0.13 -0.16 0.58
H -6.052 -13.960 9.063 0.11 -0.25 -0.21
H -15.217 -17.763 15.289 0.59 -0.14 0.14
H -10.257 -20.069 11.929 -0.26 -0.61 0.09
C -11.049 -19.450 11.542 -0.47 0.40 -0.76
F -7.336 -16.728 15.133 1.07 0.38 -2.58
H -4.406 -17.139 14.803 0.29 0.02 -0.01
S -8.380 -16.510 10.658 0.19 -0.42 -0.43
H -9.479 -19.186 15.289 0.02 -0.18 0.14
H -12.215 -16.293 11.985 -0.09 -0.07 0.04
H -13.680 -11.970 17.277 -0.12 0.11 0.06
C -11.279 -18.231 12.178 -0.06 0.64 -0.82
H -10.251 -13.618 10.917 0.03 0.04 0.07
H -6.933 -13.074 15.707 -0.06 0.26 0.23
H -11.765 -7.566 9.214 -0.39 0.23 -0.23
C -9.748 -19.293 14.242 -0.03 0.61 -0.08
S -5.705 -18.192 12.594 -0.63 1.17 0.48
H -13.396 -14.690 11.566 0.25 0.06 0.18
C -10.862 -8.040 9.552 0.25 -1.12 0.47
H -16.590 -14.272 12.735 0.23 0.59 0.59
C -12.098 -17.279 11.550 -0.27 -1.14 -1.27
C -6.013 -18.196 10.815 0.22 -0.41 -0.37
C -10.912 -13.036 10.274 0.03 0.37 0.05
C -14.152 -17.610 15.517 0.13 -0.12 0.42
H -7.624 -18.294 9.314 0.38 -0.09 0.42
H -10.251 -7.315 10.050 0.23 0.58 0.39
H -4.796 -12.763 13.570 0.31 -0.02 0.31
H -7.548 -15.811 8.509 0.20 0.06 0.47
H -3.172 -13.505 13.416 -0.11 0.12 -0.14
C -11.730 -19.780 10.349 0.37 0.15 0.17
C -13.166 -12.419 16.431 -0.10 0.29 0.38
C -8.675 -13.146 14.507 -2.79 1.33 0.27
C -16.474 -13.255 14.654 1.32 0.60 0.98
H -4.015 -14.560 11.285 -0.33 -0.11 -0.32
Te -11.636 -13.267 13.512 0.15 0.40 -0.58
H -14.478 -17.338 17.596 -0.47 0.27 0.72
H -13.249 -10.369 14.311 0.45 0.08 -0.29
C -12.266 -9.926 14.077 0.21 0.62 0.07
C -14.133 -12.767 15.346 -0.50 -0.40 -0.54
C -4.144 -17.214 12.636 -0.06 -0.33 0.90
F -8.328 -15.612 16.754 0.10 0.99 0.11
H -12.378 -11.733 16.129 0.02 -0.06 -0.15
H -5.412 -17.412 10.379 0.18 0.10 -0.23
H -10.388 -16.858 16.294 -0.34 0.31 -0.03
H -10.457 -12.921 9.308 0.34 -0.03 -0.56
S -6.320 -13.652 11.365 0.44 -1.04 0.46
C -15.514 -12.770 15.602 -0.23 -0.11 -0.44
C -4.232 -13.614 13.177 -0.36 -0.24 0.46
H -10.965 -10.744 8.945 0.33 0.32 -0.18
C -11.199 -11.668 10.833 0.30 0.74 0.12
C -4.504 -13.677 11.688 0.20 0.16 -0.18
H -18.215 -13.027 15.928 0.00 0.12 -0.02
H -8.386 -14.566 9.376 0.12 -0.19 0.18
H -10.473 -20.071 14.035 -0.02 -0.31 0.36
P -10.436 -17.687 13.681 0.76 -0.04 -0.43
H -12.099 -16.525 18.030 -0.06 -0.39 0.35
H -18.485 -13.997 14.475 0.05 -0.07 0.10
H -11.817 -13.598 10.124 -0.45 -0.38 0.03
C -15.939 -13.779 13.488 -0.62 -0.48 -1.08
C -11.832 -17.397 14.793 -0.90 -0.69 0.12
C -7.474 -18.090 10.389 -0.32 -0.29 -0.27
H -13.011 -19.098 8.773 -0.16 0.06 -0.16
H -18.366 -12.284 14.314 0.06 0.32 0.07
C -11.083 -10.532 9.998 -0.32 -0.04 1.20
O -9.893 -12.477 14.522 2.03 -0.46 -0.06
C -12.725 -17.595 10.319 0.74 0.64 0.96
H -8.835 -19.466 13.670 0.10 -0.17 0.05
H -4.095 -16.505 11.809 0.00 -0.24 0.03
N -8.392 -14.118 13.763 1.21 -1.35 -0.95
H -13.292 -16.777 9.890 -0.20 -0.34 -0.35
C -12.537 -18.840 9.703 0.18 0.12 1.17
H -11.562 -8.090 12.305 -0.14 -0.15 -0.17
H -12.689 -13.313 16.818 0.20 -0.30 -0.02
C -12.403 -16.948 17.086 -0.93 0.04 -0.61
C -14.158 -13.931 11.705 -1.16 0.04 -0.41
C -17.965 -13.123 14.874 0.33 -0.67 -0.13
H -4.066 -12.818 11.155 -0.11 -0.17 0.39
H -10.266 -8.383 8.695 -0.41 -0.03 0.17
H -12.338 -8.836 14.181 -0.23 -0.26 0.11
C -13.193 -17.722 14.523 1.23 0.79 0.44
H -5.584 -19.158 10.530 -0.28 0.09 -0.65
C -6.286 -14.655 9.871 -0.21 -0.21 -1.05
H -8.351 -12.164 16.377 -0.15 -0.14 0.40
H -13.444 -18.022 13.531 -0.38 -0.16 -0.45
H -15.813 -12.374 16.582 -0.18 -0.24 -0.48
H -13.867 -13.000 11.174 0.06 -0.42 0.55
H -5.511 -15.421 9.900 0.20 0.23 0.22
H -11.615 -20.775 9.910 0.14 0.39 0.12
C -7.802 -12.443 15.496 0.78 -0.62 -0.47
C -7.606 -15.333 9.503 -0.56 0.48 -0.53
```
Positions in Å, forces in eV/Å.

## Properties
**⟨S²⟩**: 3.757
**Largest force on an atom**: 0.0842 Eh/bohr
**Kohn-Sham gap (alpha / beta)**: 5.32 / 5.33 eV
**LUMO level (alpha / beta)**: -2.6 / -2.6 eV
**Multiplicity**: 4
**HOMO (alpha / beta)**: -0.290 / -0.290 Ha
**Charge**: +1
**DFT total energy**: -142863.385 eV


Record 3
Formula: H30NO18
Source: the Open Molecules 2025 dataset
Level of theory: wB97M-V/def2-TZVPD

The geometry in XYZ format:
```
49
Properties=species:S:1:pos:R:3:forces:R:3
H 2.404 0.038 -1.403 -0.24 0.14 0.02
H 3.281 -2.577 -1.867 -0.24 0.19 -1.06
H 2.702 0.606 -2.798 -0.11 -0.07 0.45
H -1.218 3.461 0.333 0.05 0.25 0.55
H 0.938 3.321 0.410 0.05 0.23 0.35
H -1.462 -2.593 0.017 1.00 0.45 -0.19
O -2.077 0.780 2.230 0.35 -0.53 -0.19
N 0.114 -0.132 -0.278 -0.34 -1.47 3.24
O 1.379 -0.151 2.791 -0.44 -0.95 1.22
H -2.355 -0.541 -2.958 -0.11 -0.24 0.20
H -1.765 2.126 -0.048 -0.64 -2.37 0.97
H 0.552 2.020 -1.440 0.05 0.25 0.62
O 3.519 -2.766 -0.973 0.11 -0.19 0.97
H 1.946 4.224 -0.397 0.09 0.31 0.34
H 0.975 -2.398 0.512 0.16 0.79 0.01
H 3.328 -1.924 -0.545 0.16 -0.01 0.13
O -1.563 2.955 -0.392 0.22 2.32 -1.59
O -3.054 -1.097 -2.589 1.45 -1.48 -1.15
O 0.526 1.641 -2.315 0.03 -1.24 -0.36
H -3.475 0.451 0.778 0.46 -0.03 0.20
H -2.307 -0.118 2.533 -0.35 0.21 0.08
O 1.551 2.435 3.324 -0.47 1.17 -0.85
H -2.993 -0.364 -0.463 0.45 0.03 0.41
O -2.020 -3.363 0.024 -0.71 -0.52 -0.04
H -2.444 -2.266 1.520 1.54 -1.73 -1.83
O -3.663 0.243 -0.143 -0.98 0.18 -0.55
O 0.143 0.867 0.507 -0.16 -0.21 -1.51
H -1.418 0.539 1.547 -0.10 0.68 0.26
H -0.022 -1.402 -3.660 0.31 0.86 0.05
O 1.166 -0.748 -0.495 -0.01 0.35 -0.77
H 3.839 2.506 1.436 -0.12 -0.82 -0.28
O 1.400 3.443 -0.421 0.01 -0.33 -0.32
H 2.054 2.168 4.072 0.64 -0.24 0.99
O 0.700 -3.129 1.068 -0.21 0.52 0.40
H -0.451 -1.727 -2.172 0.08 0.70 0.34
H 0.982 -3.822 0.492 0.15 -1.26 -0.36
H -3.661 -0.523 -2.198 -1.65 1.65 0.93
H 2.779 2.157 0.480 -1.90 0.55 -1.23
H 0.399 2.409 -2.843 -0.27 0.89 -0.78
O -0.979 -0.708 -0.507 0.48 0.88 -0.72
O 3.119 0.207 -2.023 0.77 0.05 -0.77
O -2.914 -1.796 2.156 -2.50 1.05 1.85
O -0.299 -2.068 -3.050 -0.23 -1.57 -0.49
H -2.561 -3.224 -0.758 -0.16 -0.03 -0.22
H 0.563 -0.592 3.088 0.46 0.20 0.18
H 1.184 -0.027 1.876 0.15 0.26 -1.49
O 3.553 1.788 0.835 2.12 0.13 1.50
H -3.834 -1.925 1.845 0.72 0.30 0.39
H 1.440 1.595 2.860 -0.14 -0.28 0.10
```
Positions in Å, forces in eV/Å.

## Properties
**Largest force on an atom**: 0.0695 Eh/bohr
**Kohn-Sham gap**: 10.24 eV
**LUMO level**: 2.5 eV
**Energy relative to the best compared isomer or geometry (same formula, charge and spin)**: 0.0407 eV
**HOMO**: -0.285 Ha
**Charge**: -1
**DFT total energy**: -38832.214 eV


Record 4
Formula: C3H4FO2Si
Source: the Open Molecules 2025 dataset
Level of theory: wB97M-V/def2-TZVPD

The geometry in XYZ format:
```
11
Properties=species:S:1:pos:R:3:forces:R:3
C 1.057 -0.157 -0.771 1.18 0.63 -1.80
Si -0.489 -0.555 0.135 -0.08 -0.37 0.35
O -2.788 0.810 -0.707 -0.55 0.98 -1.18
H -0.231 -1.444 1.249 0.25 -0.44 0.51
H 0.649 0.521 -1.593 0.96 -0.75 0.69
H 2.062 0.129 1.307 -0.36 1.09 -2.26
C 1.874 0.660 0.251 -0.86 -0.55 2.63
C -2.389 -0.098 -0.014 1.37 1.04 0.01
F 1.452 2.010 0.588 0.34 -1.63 -0.94
H 1.698 -1.016 -1.226 -1.09 1.62 0.76
O -2.894 -0.858 0.782 -1.16 -1.63 1.23
```
Positions in Å, forces in eV/Å.

## Properties
**Largest force on an atom**: 0.0549 Eh/bohr
**Kohn-Sham gap (alpha / beta)**: 7.32 / 6.16 eV
**LUMO level (alpha / beta)**: 3.6 / 3.5 eV
**Energy relative to the best compared isomer or geometry (same formula, charge and spin)**: 4.9626 eV
**HOMO (alpha / beta)**: -0.136 / -0.098 Ha
**Charge**: -1
**DFT total energy**: -17863.568 eV


Copy entry 4 word for word.
Formula: C3H4FO2Si
Source: the Open Molecules 2025 dataset
Level of theory: wB97M-V/def2-TZVPD

The geometry in XYZ format:
```
11
Properties=species:S:1:pos:R:3:forces:R:3
C 1.057 -0.157 -0.771 1.18 0.63 -1.80
Si -0.489 -0.555 0.135 -0.08 -0.37 0.35
O -2.788 0.810 -0.707 -0.55 0.98 -1.18
H -0.231 -1.444 1.249 0.25 -0.44 0.51
H 0.649 0.521 -1.593 0.96 -0.75 0.69
H 2.062 0.129 1.307 -0.36 1.09 -2.26
C 1.874 0.660 0.251 -0.86 -0.55 2.63
C -2.389 -0.098 -0.014 1.37 1.04 0.01
F 1.452 2.010 0.588 0.34 -1.63 -0.94
H 1.698 -1.016 -1.226 -1.09 1.62 0.76
O -2.894 -0.858 0.782 -1.16 -1.63 1.23
```
Positions in Å, forces in eV/Å.

## Properties
**Largest force on an atom**: 0.0549 Eh/bohr
**Kohn-Sham gap (alpha / beta)**: 7.32 / 6.16 eV
**LUMO level (alpha / beta)**: 3.6 / 3.5 eV
**Energy relative to the best compared isomer or geometry (same formula, charge and spin)**: 4.9626 eV
**HOMO (alpha / beta)**: -0.136 / -0.098 Ha
**Charge**: -1
**DFT total energy**: -17863.568 eV


Question: Which formula does entry 3 have?
Answer: H30NO18